Entry from the Open Molecules 2025 dataset: the molecule C16H20N2O4S2 (ωB97M-V/def2-TZVPD).

E_LUMO ... 0.400 eV
Energy above the lowest of the compared OMol25 structures with the same formula, charge and spin ... 0.00 kJ/mol
Highest occupied orbital energy ... -7.97 eV
Total energy ... -1828.59941 hartree
Structure (SMILES) ... CCOC(=O)CSc1nc2sc3c(c2c(=O)[nH]1)C[C@@](C)(CC)OC3
Frontier orbital gap ... 8.37 eV
Total charge ... 0

Element x y z (Å)
C: -5.969489 -0.509164 3.676685
C: -5.370359 0.705564 4.368093
O: -4.986069 1.705282 3.413316
C: -3.820888 1.560083 2.813923
O: -3.026591 0.678657 3.042482
C: -3.595912 2.629322 1.768709
S: -3.896896 1.925181 0.095402
C: -2.332994 1.228757 -0.324263
N: -2.063697 1.222728 -1.587544
C: -0.889787 0.662536 -1.934506
S: -0.355037 0.546835 -3.576416
C: 1.117505 -0.220507 -3.047674
C: 1.192289 -0.368994 -1.699258
C: 0.038682 0.138516 -1.041090
C: -0.258917 0.165106 0.370337
O: 0.429811 -0.225729 1.285886
N: -1.520786 0.732231 0.636205
C: 2.376175 -1.006266 -1.052923
C: 3.580753 -0.958510 -2.010472
C: 4.148115 0.462740 -2.073319
C: 4.662082 -1.973084 -1.602371
C: 5.144414 -1.868381 -0.161690
O: 3.180335 -1.413957 -3.310342
C: 2.211785 -0.637830 -3.970641
H: -6.318505 -1.215126 4.424254
H: -6.806258 -0.210951 3.049839
H: -5.220022 -0.996518 3.057889
H: -6.102555 1.199899 5.008412
H: -4.490760 0.419556 4.953104
H: -2.577822 3.012754 1.804155
H: -4.320935 3.432158 1.880241
H: -1.826280 0.678137 1.613079
H: 2.597456 -0.498790 -0.114450
H: 2.132729 -2.047006 -0.821821
H: 3.362077 1.186439 -2.276278
H: 4.607788 0.720562 -1.124390
H: 4.899111 0.526544 -2.857703
H: 4.248154 -2.967609 -1.777273
H: 5.505913 -1.849534 -2.283348
H: 5.904382 -2.624876 0.019409
H: 5.585927 -0.895775 0.039117
H: 4.330951 -2.030918 0.539535
H: 1.826033 -1.272478 -4.775207
H: 2.668089 0.252415 -4.437094

Atoms 1-3, force components in eV/Å:
0.20 0.36 0.00
-0.05 -0.55 0.32
-0.28 0.27 -0.05

---

Entry from the Open Molecules 2025 dataset: the molecule C16H20N2OSi in a non-equilibrium geometry (ωB97M-V/def2-TZVPD).

E_LUMO ... 0.659 eV
Energy above the lowest of the compared OMol25 structures with the same formula, charge and spin ... 126.81 kJ/mol
Highest occupied orbital energy ... -8.23 eV
Total energy ... -1095.96643 hartree
Structure (SMILES) ... C[Si](C)(C)N(C(=O)Nc1ccccc1)c1ccccc1
Frontier orbital gap ... 8.89 eV
Total charge ... 0

Element x y z (Å)
C: 2.478325 -2.515122 0.418630
Si: 0.705075 -2.255379 1.052120
C: -0.374906 -3.577731 0.406330
C: 0.734385 -1.933737 2.930608
N: 0.132168 -0.829587 0.118908
C: 0.468491 0.381248 0.739980
O: 1.449057 0.390588 1.459631
N: -0.350802 1.488384 0.480529
C: 0.153127 2.791720 0.369622
C: 1.435403 3.144204 0.765947
C: 2.029195 4.387571 0.593786
C: 1.181839 5.352592 0.076982
C: -0.125596 5.067431 -0.117552
C: -0.699794 3.855240 0.021532
C: -0.864026 -1.113687 -0.847395
C: -2.223245 -0.871343 -0.598415
C: -3.147150 -1.019432 -1.609712
C: -2.719605 -1.431321 -2.824916
C: -1.434367 -1.631414 -3.146460
C: -0.468458 -1.425321 -2.153706
H: 2.686239 -3.565921 0.778992
H: 2.657413 -2.458280 -0.679451
H: 3.176496 -1.832867 0.958035
H: -0.296580 -4.527007 1.005898
H: 0.130749 -3.850216 -0.529918
H: -1.434330 -3.240850 0.461192
H: 1.103422 -0.936011 3.078144
H: -0.156550 -2.182652 3.417224
H: 1.541077 -2.670581 3.231944
H: -1.293543 1.309367 0.151732
H: 2.032042 2.332601 1.222847
H: 3.067910 4.515038 0.632888
H: 1.625628 6.284232 -0.138058
H: -0.711095 5.914834 -0.476536
H: -1.728901 3.637243 -0.199234
H: -2.533680 -0.763645 0.408428
H: -4.182575 -0.819063 -1.487736
H: -3.462210 -1.764653 -3.447959
H: -1.125215 -2.133526 -4.065489
H: 0.544591 -1.502946 -2.459390

Atoms 1-3, force components in eV/Å:
0.15 -0.89 0.94
1.63 1.32 0.07
-0.08 -1.65 1.30

---

Entry from the Open Molecules 2025 dataset: a cluster of 4 separate species, C16H20N4 in total in a non-equilibrium geometry (ωB97M-V/def2-TZVPD).

E_LUMO ... 0.509 eV
Energy above the lowest of the compared OMol25 structures with the same formula, charge and spin ... 254.16 kJ/mol
Highest occupied orbital energy ... -8.07 eV
Total energy ... -840.62429 hartree
Structure (SMILES) ... c1cc[nH]c1.c1cc[nH]c1.c1cc[nH]c1.c1cc[nH]c1
Frontier orbital gap ... 8.58 eV
Total charge ... 0

Element x y z (Å)
C: -1.656374 3.075348 -0.662213
C: -1.130382 3.154899 0.714117
C: -0.090330 2.250535 0.809598
N: 0.007166 1.644169 -0.388095
C: -0.982203 2.070935 -1.243283
H: -2.441303 3.688094 -0.998958
H: -1.738774 3.561478 1.511081
H: 0.507340 1.970617 1.607135
H: 0.803675 1.073111 -0.689651
H: -1.054138 1.675047 -2.257214
C: 2.158767 5.818085 4.086829
C: 1.828157 7.056389 3.439915
C: 1.176483 6.747383 2.272261
N: 1.044287 5.375248 2.198299
C: 1.733414 4.839721 3.220163
H: 2.860540 5.782612 4.919050
H: 2.123745 7.979709 3.902074
H: 0.856927 7.373013 1.455342
H: 0.704949 4.769832 1.479800
H: 1.730884 3.785824 3.400809
C: 0.930062 -6.360039 -0.334907
C: 1.604675 -5.325586 0.332905
C: 0.710519 -4.359610 0.646597
N: -0.516208 -4.776106 0.265749
C: -0.393108 -5.983342 -0.456466
H: 1.391004 -7.271673 -0.668333
H: 2.660913 -5.414548 0.623522
H: 0.807523 -3.482700 1.236052
H: -1.264234 -4.140278 0.105214
H: -1.201509 -6.523529 -0.831022
C: -1.442727 -1.834624 -2.698484
C: -2.185785 -2.581168 -3.661698
C: -1.687620 -3.801888 -3.692269
N: -0.746266 -3.928245 -2.761105
C: -0.530835 -2.740072 -2.145985
H: -1.492760 -0.799579 -2.383818
H: -2.983839 -2.227424 -4.324910
H: -2.052671 -4.714664 -4.123662
H: -0.105440 -4.728102 -2.709258
H: 0.055474 -2.698870 -1.195183

Atoms 1-3, force components in eV/Å:
0.73 -0.16 2.90
-0.81 -0.47 -0.96
-1.77 1.39 -0.85